A 2-piece molecular cluster, C17H21N2O5 overall, computed with wB97M-V/def2-TZVPD.

Summary:
F_max (hartree/bohr): 0.07045
Energy relative to the best compared isomer or geometry (same formula, charge and spin) (kcal per mole): 97.1
Total charge: -1
2S+1: 1
E (eV): -31178.3294
HOMO (eV): -1.62

CARTESIAN COORDINATES (ANGSTROEM)
N (2.53, -2.44, -0.57)
C (3.62, -1.44, -0.30)
C (4.29, -0.97, -1.67)
O (4.62, 0.44, -1.71)
C (3.51, 1.21, -2.09)
O (3.19, 1.41, -3.24)
C (2.66, 1.80, -0.91)
C (3.10, 2.96, -0.06)
C (2.20, 3.38, 1.01)
N (0.93, 2.76, 1.24)
C (0.49, 1.68, 0.43)
C (-0.92, 0.98, 0.61)
O (-1.55, 1.00, -0.69)
C (-1.92, -0.28, -1.11)
C (-1.52, -0.68, -2.50)
C (-1.89, -1.98, -3.07)
C (-2.71, -2.96, -2.29)
C (-3.08, -2.56, -0.91)
C (-2.70, -1.24, -0.32)
C (1.33, 1.16, -0.65)
H (1.74, -2.21, 0.05)
H (2.86, -3.34, -0.22)
H (4.42, -1.98, 0.28)
H (3.24, -0.59, 0.32)
H (5.25, -1.55, -1.79)
H (3.55, -1.19, -2.49)
H (4.09, 3.43, -0.27)
H (2.53, 4.25, 1.63)
H (0.36, 3.13, 2.00)
H (-0.77, -0.05, 1.03)
H (-1.52, 1.66, 1.28)
H (-0.92, 0.03, -3.12)
H (-1.61, -2.26, -4.12)
H (-3.01, -3.94, -2.75)
H (-3.69, -3.29, -0.32)
H (-3.02, -0.97, 0.71)
H (0.94, 0.31, -1.28)
O (-2.85, -0.80, 2.87)
C (-3.31, -0.01, 3.81)
C (-4.34, 1.09, 3.16)
O (-4.79, 1.89, 4.10)
H (-2.57, 0.59, 4.38)
H (-3.88, -0.49, 4.63)
H (-5.09, 0.48, 2.61)
H (-3.78, 1.56, 2.33)